Molecular formula: C3H8N2OS
Method: DFT, ωB97M-V with the def2-TZVPD basis set

HOMO level in eV: -8.0
Structure (SMILES): CON(C)C(N)=S
E_tot in eV: -19100.0461
Kohn-Sham gap in Eh: 0.317

```
! wB97M-V def2-TZVPD RIJCOSX def2/J DEFGRID3
* xyz 0 1
C -1.98 0.59 1.85
O -0.69 -0.08 1.46
N -0.50 -0.29 0.10
C -0.61 -1.62 -0.41
C 0.55 0.37 -0.32
N 1.17 1.19 0.57
S 1.15 0.00 -1.85
H -2.75 0.14 1.15
H -1.82 1.71 1.91
H -2.32 -0.05 2.92
H 0.43 -2.10 0.02
H -1.56 -2.07 -0.13
H -0.43 -1.54 -1.54
H 0.94 0.94 1.57
H 2.23 1.28 0.56
*
```

Results of the natural (NBO) charge analysis, in e, for atoms 1 through 4: -0.282 -0.427 -0.168 -0.459